Version one
{
  "formula": "C4H17N2O2",
  "method": "ωB97M-V/def2-TZVPD",
  "gap_ev": 9.81,
  "charge": 1,
  "elements": ["N", "C", "C", "N", "C", "C", "H", "H", "H", "H", "H", "H", "H", "H", "H", "H", "H", "H", "H", "H", "H", "O", "H", "H", "O"],
  "coordinates": [[-1.304, 0.055, -0.444], [-0.422, -0.436, -1.516], [0.667, -1.360, -0.893], [0.869, -1.048, 0.522], [2.156, -0.446, 0.773], [0.612, -2.186, 1.418], [-2.077, -0.565, -0.227], [-1.579, 1.042, -0.507], [-0.732, 0.116, 0.429], [0.013, 0.358, -2.108], [-1.078, -0.960, -2.203], [1.593, -1.221, -1.441], [0.316, -2.382, -1.055], [3.000, -1.137, 0.721], [2.174, -0.022, 1.781], [2.368, 0.380, 0.119], [1.118, -2.019, 2.362], [0.968, -3.128, 1.005], [-0.466, -2.311, 1.559], [-2.017, 3.385, -1.196], [-0.999, 3.628, -2.338], [-1.261, 3.003, -1.657], [-1.497, 3.148, 1.453], [-1.218, 1.860, 2.164], [-1.205, 2.245, 1.278]],
  "lowdin_charge": [0.16, -0.11, -0.16, -0.31, -0.09, -0.06, 0.17, 0.11, 0.13, 0.12, 0.13, 0.12, 0.12, 0.10, 0.09, 0.09, 0.09, 0.09, 0.08, 0.05, 0.06, -0.05, 0.06, 0.06, -0.05]
}

***

Version two
{
  "formula": "C4H17N2O2",
  "method": "ωB97M-V/def2-TZVPD",
  "gap_ev": 11.54,
  "charge": 1,
  "elements": ["C", "C", "C", "C", "N", "N", "H", "H", "H", "H", "H", "H", "H", "H", "H", "H", "H", "H", "H", "H", "H", "O", "H", "H", "O"],
  "coordinates": [[-0.096, -0.128, -1.586], [0.663, 1.173, -1.352], [1.379, 1.290, -0.011], [0.594, 2.143, 0.983], [-0.723, 1.581, 1.282], [-1.390, -0.150, -0.771], [-0.332, -0.339, -2.615], [0.501, -0.866, -1.072], [0.010, 2.042, -1.466], [1.227, 1.345, -2.262], [1.817, 0.361, 0.359], [2.333, 1.807, -0.173], [0.449, 3.073, 0.430], [1.211, 2.427, 1.835], [-1.257, 2.301, 1.749], [-0.703, 0.917, 2.063], [-1.198, 0.517, 0.025], [-1.657, -1.111, -0.611], [-2.070, 0.412, -1.281], [-1.393, -3.317, 0.705], [-2.171, -2.681, 1.800], [-1.913, -2.527, 0.901], [1.785, -2.483, 1.020], [2.457, -2.856, -0.252], [1.774, -2.255, 0.079]],
  "lowdin_charge": [-0.13, -0.19, -0.19, -0.25, 0.00, 0.17, 0.13, 0.08, 0.12, 0.12, 0.10, 0.12, 0.12, 0.12, 0.10, 0.11, 0.08, 0.11, 0.16, 0.06, 0.04, -0.04, 0.05, 0.06, -0.06]
}

***

Which one is most stable, and which one is least stable? version two is the most stable of them, while version one is the least stable.

***

Version one
{
  "formula": "C9H16N2O2",
  "method": "ωB97M-V/def2-TZVPD",
  "gap_ev": 9.39,
  "charge": 0,
  "smiles": "O=c1cc[nH]c(=O)[nH]1.CCCCC",
  "elements": ["C", "C", "C", "C", "C", "C", "C", "C", "C", "H", "H", "H", "H", "H", "H", "H", "H", "H", "H", "H", "H", "H", "H", "H", "H", "N", "N", "O", "O"],
  "coordinates": [[-3.182, 0.863, -0.550], [-2.878, -0.263, -1.309], [-2.438, -1.525, -0.809], [-2.341, -0.598, 1.294], [2.306, -2.038, -0.812], [2.250, -1.001, 0.274], [1.872, 0.345, -0.349], [1.882, 1.654, 0.645], [1.135, 2.879, 0.302], [-2.643, 1.260, 1.585], [-3.365, -0.219, -2.295], [-2.634, -2.437, -1.337], [-2.039, -2.609, 1.224], [1.028, -2.317, -0.748], [2.764, -1.712, -1.865], [2.489, -3.050, -0.546], [3.318, -0.958, 0.730], [1.426, -1.300, 1.000], [2.845, 0.455, -1.037], [0.922, 0.097, -0.900], [3.090, 1.878, 0.839], [1.714, 1.057, 1.591], [0.321, 2.676, -0.261], [1.001, 3.671, 0.993], [1.642, 3.319, -0.625], [-2.695, 0.562, 0.793], [-2.081, -1.720, 0.477], [-3.759, 1.891, -0.788], [-1.950, -0.860, 2.483]],
  "lowdin_charge": [-0.48, -0.01, -0.06, -0.52, -0.16, -0.38, -0.24, -0.26, -0.13, 0.20, 0.12, 0.12, 0.26, 0.13, 0.12, 0.02, 0.13, 0.11, 0.13, 0.11, 0.15, 0.09, 0.02, 0.06, 0.11, 0.20, 0.09, 0.10, -0.03]
}

***

Version two
{
  "formula": "C9H16N2O2",
  "method": "ωB97M-V/def2-TZVPD",
  "gap_ev": 9.52,
  "charge": 0,
  "smiles": "O=c1cc[nH]c(=O)[nH]1.CC(C)(C)C",
  "elements": ["C", "C", "C", "C", "C", "C", "C", "C", "C", "H", "H", "H", "H", "H", "H", "H", "H", "H", "H", "H", "H", "H", "H", "H", "H", "N", "N", "O", "O"],
  "coordinates": [[-1.855, 2.327, 1.060], [-1.038, 2.602, 2.239], [-0.441, 1.541, 2.873], [-1.082, -0.041, 1.150], [0.758, -0.881, -1.157], [1.994, 0.030, -1.279], [0.762, -1.644, 0.146], [0.918, -1.951, -2.275], [-0.549, -0.032, -1.366], [-2.460, 0.795, -0.172], [-1.020, 3.609, 2.561], [0.224, 1.625, 3.762], [0.213, -0.462, 2.663], [2.017, 0.898, -0.572], [2.888, -0.523, -1.104], [2.057, 0.377, -2.345], [0.003, -2.437, 0.210], [1.727, -2.066, 0.349], [0.538, -0.992, 1.009], [-0.026, -2.525, -2.302], [1.721, -2.678, -2.110], [1.059, -1.440, -3.245], [-0.476, 0.351, -2.376], [-1.486, -0.642, -1.194], [-0.555, 0.879, -0.647], [-1.884, 1.007, 0.649], [-0.437, 0.239, 2.406], [-2.532, 3.174, 0.475], [-1.039, -1.139, 0.593]],
  "lowdin_charge": [-0.47, 0.03, -0.06, -0.42, -0.58, -0.07, -0.14, -0.06, -0.05, 0.17, 0.10, 0.14, 0.14, 0.09, 0.06, 0.09, 0.11, 0.08, 0.06, 0.09, 0.08, 0.08, 0.08, 0.11, 0.10, 0.15, 0.13, 0.06, -0.10]
}

***

Version three
{
  "formula": "C9H16N2O2",
  "method": "ωB97M-V/def2-TZVPD",
  "gap_ev": 10.14,
  "charge": 0,
  "smiles": "O=c1cc[nH]c(=O)[nH]1.CCCCC",
  "elements": ["C", "C", "C", "C", "C", "C", "C", "C", "C", "H", "H", "H", "H", "H", "H", "H", "H", "H", "H", "H", "H", "H", "H", "H", "H", "N", "N", "O", "O"],
  "coordinates": [[-0.624, 0.096, -0.481], [-2.108, 0.516, -0.709], [-3.168, -0.186, 0.097], [-4.504, 0.427, 0.401], [-5.239, -0.413, 1.458], [3.638, 0.090, -1.530], [5.077, 0.112, -1.437], [5.663, -0.010, -0.233], [3.610, -0.240, 0.941], [-0.511, -0.130, 0.665], [-0.415, -0.770, -1.365], [0.149, 0.947, -0.880], [-2.383, 0.241, -1.682], [-2.298, 1.566, -0.476], [-3.059, -1.185, -0.226], [-2.283, -0.346, 0.883], [-5.200, 0.368, -0.393], [-4.199, 1.530, 0.630], [-4.516, -0.550, 2.495], [-6.242, -0.120, 1.564], [-5.144, -1.505, 1.054], [2.009, -0.146, -0.265], [5.664, 0.266, -2.330], [6.725, 0.023, -0.103], [5.422, -0.149, 1.826], [3.010, -0.103, -0.280], [4.984, -0.219, 0.923], [2.967, 0.287, -2.528], [2.978, -0.399, 1.981]],
  "lowdin_charge": [-0.13, -0.34, -0.29, -0.28, -0.13, -0.45, 0.01, -0.08, -0.50, 0.09, 0.13, 0.10, 0.08, 0.10, 0.09, 0.12, 0.09, 0.14, 0.14, 0.03, 0.09, 0.11, 0.12, 0.12, 0.16, 0.21, 0.13, 0.07, 0.06]
}

***

Version four
{
  "formula": "C9H16N2O2",
  "method": "ωB97M-V/def2-TZVPD",
  "gap_ev": 10.32,
  "charge": 0,
  "smiles": "C/N=C1\\O[C@@H]1N1O[C@@]1(C)C(C)(C)C",
  "elements": ["C", "C", "C", "C", "C", "C", "C", "C", "C", "N", "N", "O", "O", "H", "H", "H", "H", "H", "H", "H", "H", "H", "H", "H", "H", "H", "H", "H", "H"],
  "coordinates": [[0.154, -1.709, -2.105], [0.242, -2.596, -0.993], [0.581, 0.507, -0.975], [1.815, 0.034, -0.210], [-1.570, 0.540, 0.310], [-0.967, 2.449, -1.090], [0.249, 2.054, 1.038], [0.287, -4.262, 0.743], [-0.424, 1.405, -0.199], [-0.343, -3.284, -0.107], [-0.113, -0.363, -1.968], [0.767, 0.635, -2.383], [1.412, -2.342, -1.605], [-0.084, -2.022, -3.103], [2.172, 0.805, 0.342], [2.590, -0.322, -0.864], [1.620, -0.854, 0.319], [-1.047, -0.092, 1.038], [-2.185, 0.052, -0.482], [-2.206, 1.010, 0.981], [-1.702, 2.996, -0.542], [-0.226, 3.087, -1.449], [-1.430, 2.178, -1.959], [-0.326, 2.749, 1.555], [1.077, 2.715, 0.458], [0.737, 1.289, 1.548], [-0.576, -5.093, 0.874], [1.222, -4.612, 0.203], [0.457, -3.834, 1.701]],
  "lowdin_charge": [-0.15, -0.35, -0.32, 0.03, -0.04, -0.05, -0.02, -0.13, -0.53, 0.04, 0.03, 0.04, 0.09, 0.15, 0.04, 0.09, 0.08, 0.09, 0.11, 0.06, 0.09, 0.07, 0.06, 0.06, 0.15, 0.05, 0.12, 0.10, 0.05]
}

***

Which one is most stable, and which one is least stable? version three is the most stable of them, while version four is the least stable.

***

Version one
{
  "formula": "C12H16N2",
  "method": "ωB97M-V/def2-TZVPD",
  "gap_ev": 9.08,
  "charge": 0,
  "smiles": "CCc1c[nH]cn1.Cc1ccccc1",
  "elements": ["C", "C", "C", "C", "C", "C", "C", "H", "H", "H", "H", "H", "H", "H", "H", "C", "C", "C", "C", "C", "N", "N", "H", "H", "H", "H", "H", "H", "H", "H"],
  "coordinates": [[-1.378, 3.007, -1.188], [-0.789, 1.112, 0.414], [-0.707, 2.437, 0.108], [-0.198, 0.577, 1.539], [0.252, 1.313, 2.617], [-0.065, 3.210, 1.143], [0.143, 2.719, 2.395], [-1.314, 0.393, -0.212], [-0.250, -0.505, 1.520], [-1.559, 2.321, -1.963], [-0.840, 3.933, -1.406], [0.514, 0.890, 3.613], [0.025, 4.297, 1.072], [0.441, 3.231, 3.298], [-2.463, 3.151, -0.781], [-0.827, -1.818, -2.136], [-0.466, -0.441, -2.744], [0.104, -2.219, -1.049], [-0.068, -3.022, 0.166], [1.987, -2.124, 0.043], [1.382, -1.771, -1.125], [1.196, -2.910, 0.825], [-1.930, -1.767, -1.676], [-0.591, -2.672, -2.999], [-0.305, 0.269, -1.987], [-0.835, -3.736, 0.343], [2.928, -1.795, 0.194], [1.220, -3.248, 1.793], [-1.402, -0.083, -3.281], [0.395, -0.419, -3.282]],
  "lowdin_charge": [-0.02, -0.10, -0.24, -0.11, -0.07, -0.06, -0.11, 0.10, 0.08, 0.03, 0.07, 0.11, 0.11, 0.10, 0.12, -0.21, -0.13, -0.36, -0.03, -0.16, 0.10, 0.03, 0.14, 0.16, 0.01, 0.09, 0.08, 0.15, 0.10, 0.03]
}

***

Version two
{
  "formula": "C12H16N2",
  "method": "ωB97M-V/def2-TZVPD",
  "gap_ev": 9.24,
  "charge": 0,
  "smiles": "CCc1c[nH]cn1.Cc1ccccc1",
  "elements": ["C", "C", "C", "C", "C", "N", "N", "H", "H", "H", "H", "H", "H", "H", "H", "C", "C", "C", "C", "C", "C", "C", "H", "H", "H", "H", "H", "H", "H", "H"],
  "coordinates": [[0.000, 0.953, -2.063], [0.814, 2.257, -2.511], [-1.048, 1.237, -1.098], [-1.009, 1.951, 0.069], [-3.043, 1.320, -0.197], [-2.375, 0.960, -1.345], [-2.273, 1.948, 0.770], [-0.587, 0.523, -2.946], [0.684, 0.114, -1.794], [1.733, 2.378, -1.858], [-0.164, 2.493, 0.446], [-4.137, 1.297, -0.332], [-2.566, 2.372, 1.533], [0.199, 3.125, -2.440], [1.277, 2.223, -3.627], [2.044, -0.450, 2.724], [-0.280, -2.676, -0.304], [1.112, -2.690, -0.305], [-0.977, -1.952, 0.652], [1.866, -2.025, 0.708], [-0.253, -1.520, 1.765], [1.221, -1.493, 1.824], [-0.671, -3.356, -1.017], [1.595, -3.450, -1.166], [-1.942, -1.503, 0.726], [3.020, -2.032, 0.582], [-0.849, -0.977, 2.506], [2.218, 0.450, 2.144], [2.980, -1.092, 2.905], [1.411, -0.386, 3.648]],
  "lowdin_charge": [-0.20, -0.10, -0.39, -0.05, -0.18, 0.09, 0.11, 0.12, 0.10, 0.07, 0.10, 0.11, 0.07, 0.04, 0.11, -0.05, -0.12, -0.12, -0.10, -0.11, -0.05, -0.24, 0.08, 0.16, 0.09, 0.13, 0.10, 0.06, 0.09, 0.07]
}

***

Which one is most stable, and which one is least stable? version one is the most stable of them, while version two is the least stable.

***

Version one
{
  "formula": "C3H5NO3P",
  "method": "ωB97M-V/def2-TZVPD",
  "gap_ev": 8.26,
  "charge": -1,
  "elements": ["C", "C", "C", "N", "O", "O", "O", "P", "H", "H", "H", "H", "H"],
  "coordinates": [[2.836, -0.372, -0.311], [0.109, 0.219, 0.497], [-2.087, 0.935, 0.602], [-0.709, 1.098, 0.774], [2.629, -0.522, -1.416], [3.626, -0.311, 0.531], [1.340, 0.275, 0.615], [-0.497, -1.425, -0.499], [-2.559, 1.855, 0.180], [-2.302, 0.067, -0.130], [-2.684, 0.779, 1.630], [-0.506, -0.983, -1.808], [0.803, -1.612, -0.666]],
  "lowdin_charge": [-0.67, -0.74, -0.26, -0.07, 0.13, 0.12, -0.09, 0.79, 0.05, 0.01, 0.09, -0.15, -0.21]
}

***

Version two
{
  "formula": "C3H5NO3P",
  "method": "ωB97M-V/def2-TZVPD",
  "gap_ev": 8.30,
  "charge": -1,
  "smiles": "CN(C(=O)[O-])C(=O)P",
  "elements": ["C", "C", "C", "N", "O", "O", "O", "P", "H", "H", "H", "H", "H"],
  "coordinates": [[3.091, 0.052, 0.157], [0.823, -1.557, -0.234], [0.839, 1.008, -0.003], [1.645, -0.105, -0.355], [3.316, 1.220, 0.274], [3.698, -0.951, 0.366], [1.284, -2.584, -0.673], [-0.770, -1.447, 0.664], [-0.143, 0.980, -0.559], [0.786, 0.968, 1.057], [1.224, 2.017, -0.294], [-1.580, -1.253, -0.445], [-0.961, -2.908, 0.697]],
  "lowdin_charge": [-0.84, -0.61, -0.24, -0.07, -0.02, 0.01, -0.02, 0.81, 0.07, 0.05, 0.09, -0.13, -0.09]
}

***

Which one is most stable, and which one is least stable? version one is the most stable of them, while version two is the least stable.